Density functional theory data (ωB97M-V/def2-TZVPD) for C2H2Br3P as an isolated structure at a distorted geometry.

Calculated values
Energy above the lowest of the compared OMol25 structures with the same formula, charge and spin   35.43 kcal/mol
LUMO level   -0.47 eV
HOMO energy   -9.11 eV
Gap between HOMO and LUMO   8.64 eV

Geometry as XYZ:
```
8
Properties=species:S:1:pos:R:3:forces:R:3
C -0.31158 1.34193 -0.71395 -1.36 -1.29 -0.73
C -0.41520 0.51922 0.33299 3.59 -1.06 -0.86
P 1.43895 -1.02955 0.67525 -2.92 1.28 0.38
Br -1.54539 0.57686 1.75315 -0.63 0.12 0.58
Br 1.56489 -1.86510 -1.33717 -0.02 -0.01 -0.32
Br 0.11523 -2.56304 1.72998 0.63 0.49 -0.39
H -1.24349 1.99146 -0.87434 1.83 -0.53 -0.10
H 0.39658 1.02822 -1.56590 -1.12 1.00 1.44
```
Positions in Å, forces in eV/Å.

Atomic charges from the Mulliken analysis, expressed in e, are listed below: number 1, C, carries -0.40; number 2, C, carries -0.03; number 3, P, carries 0.27; number 4, Br, carries -0.04; number 5, Br, carries -0.09; number 6, Br, carries -0.13; number 7, H, carries 0.25; number 8, H, carries 0.18